(1)
ORCA calculation (wB97M-V/def2-TZVPD) on a molecular structure, C26H30ClKN2O4PS2 in a non-equilibrium geometry.

```
67
Properties=species:S:1:pos:R:3
K 14.1208 14.4512 10.2337
Cl 9.3365 15.7538 10.7235
S 17.6191 14.0905 11.1951
S 12.5229 11.7402 11.9264
P 10.6490 9.5489 12.1359
O 13.6990 11.0970 11.3337
O 16.6038 13.7510 10.1482
O 12.3448 13.1687 11.7496
O 11.1991 11.0525 11.2679
N 13.8636 13.4280 7.5558
N 12.6205 12.8416 7.5846
C 10.9179 16.2114 10.7750
C 11.4026 8.1495 11.3029
C 12.1148 8.3173 10.1096
C 8.7216 9.8914 10.2738
C 19.0851 14.8229 10.4803
C 12.8827 6.0067 10.3982
C 14.6259 12.5774 6.8358
C 12.6241 11.7220 14.7885
C 12.6534 11.5684 7.1052
C 13.9197 11.4030 6.5104
C 12.1215 5.8861 11.5850
C 8.9343 9.5963 11.6824
C 19.1070 14.9354 8.9383
C 11.1454 10.1808 13.7565
C 7.8749 9.2189 12.5184
C 6.5412 8.8572 10.4656
C 12.9503 7.1925 9.7174
C 6.6995 8.7892 11.8514
C 10.5836 9.8707 15.0109
C 11.0704 10.4142 16.1731
C 18.3514 12.3358 11.7469
C 7.5764 9.4322 9.6926
C 12.1523 11.3002 16.0436
C 12.0897 11.1875 13.6305
C 11.3923 6.9189 12.0699
C 17.2055 11.5100 12.3178
H 14.2250 10.6075 5.9037
H 18.6118 15.8401 8.6351
H 13.3958 5.1945 9.9672
H 19.1925 12.5866 12.3564
H 16.9977 11.8493 13.3557
H 9.5018 10.4363 9.7002
H 15.7087 12.6654 6.8295
H 11.5570 15.6655 11.4659
H 12.7493 11.6430 16.8862
H 10.7015 10.0769 17.1272
H 19.9168 14.1371 10.7736
H 20.1518 14.8459 8.5775
H 5.6873 8.3839 9.9670
H 11.7712 13.3439 7.8604
H 11.7517 10.9931 7.1119
H 12.0171 4.9113 12.0861
H 5.9053 8.4618 12.5361
H 13.5006 12.3771 14.6738
H 18.6866 11.9166 10.7906
H 10.8060 6.8202 12.9905
H 13.7652 7.4051 9.0662
H 7.5326 9.5685 8.6428
H 16.3546 11.6682 11.6530
H 9.8711 9.0618 15.0299
H 11.1631 17.1445 10.3012
H 11.9921 9.2030 9.4591
H 18.5731 14.1085 8.5198
H 7.9591 9.2275 13.6179
H 17.5230 10.4740 12.3292
H 19.2547 15.7652 10.9378
```

Properties
HOMO level (alpha / beta) ... -1.16 / -1.16 eV
LUMO energy (alpha / beta) ... 1.48 / 1.48 eV
Energy above the lowest of the compared OMol25 structures with the same formula, charge and spin ... 7.3 kcal/mol
2S+1 ... 1
Calculated total energy ... -98418.5269 eV
Total charge ... -1
Gap between HOMO and LUMO (alpha / beta) ... 2.64 / 2.64 eV

(2)
ORCA calculation (wB97M-V/def2-TZVPD) on a molecular structure, C26H30InN3O2PS2 in a non-equilibrium geometry.

```
65
Properties=species:S:1:pos:R:3
In 0.7447 0.7726 -0.7774
S 0.2693 0.4704 1.9945
S -2.1664 0.4626 -0.3577
P -1.7244 0.5100 1.6138
O -2.3109 1.8088 2.3543
O -2.4619 -0.6020 2.4455
N 0.7956 -1.9053 -1.0403
N 0.2598 -0.6272 -3.5943
N 2.7576 -0.8254 0.6956
C 0.9941 0.8469 -5.3200
C -0.1672 -3.7769 -2.1654
C -2.0043 -1.3456 -4.9208
C -0.4987 -1.6013 -3.0907
C 0.4660 -4.5975 -1.2011
C 3.7065 -0.2479 1.4849
C -0.5101 4.4021 -0.1704
C 1.1460 4.9679 1.3159
C -1.6631 -1.9781 -3.7405
C -0.1165 4.1713 1.1121
C 2.4395 -2.5919 2.1432
C 4.2310 1.1031 0.8818
C -4.6911 1.7248 3.0091
C 3.3516 -1.9821 3.0510
C -1.1653 -0.3717 -5.4453
C 0.0842 -2.4180 -2.0560
C 2.1972 -2.0194 0.9245
C 1.3437 -2.6470 -0.1404
C -1.3543 -2.5036 3.5032
C 1.5221 5.5436 0.1184
C -1.9928 -1.9390 2.1995
C -3.6314 2.3651 2.1920
C 0.5525 5.1697 -0.8255
C 1.2567 -4.0199 -0.2230
C 4.0387 -0.8224 2.7405
C -0.0290 -0.0720 -4.7405
H -2.9313 -1.6742 -5.4277
H -0.5938 -1.7472 3.7622
H 2.0087 0.6721 -4.8816
H 0.7132 1.9136 -5.2523
H -3.5005 3.4094 2.4434
H -5.5213 2.3274 2.7379
H -0.8021 -4.1649 -2.9722
H 3.5219 1.8758 1.1050
H -1.3710 4.0037 -0.6952
H 0.6022 5.5461 -1.8410
H -2.0913 -2.5410 4.2755
H 1.9048 -3.4783 2.5199
H -0.9650 -3.4881 3.2903
H -0.6284 3.4982 1.7421
H -4.5317 1.6958 4.1163
H -2.8524 -2.4555 1.8396
H -4.8711 0.7469 2.6685
H 1.6436 5.0074 2.2888
H 5.1882 1.4781 1.3468
H -1.2845 -2.0210 1.3280
H 1.1359 0.5899 -6.3222
H -2.3021 -2.7322 -3.1962
H 3.5838 -2.5214 3.9730
H 2.3461 6.2704 0.0152
H 1.6231 -4.6567 0.5126
H -3.8866 2.2950 1.1538
H 0.2473 -5.6266 -1.2352
H -1.4839 0.0231 -6.3971
H 4.5024 0.8554 -0.1709
H 4.9263 -0.5258 3.3022
```

Properties
HOMO level (alpha / beta) ... -6.89 / -6.89 eV
LUMO energy (alpha / beta) ... 0.05 / -0.80 eV
<S²> ... 0.7689
Energy above the lowest of the compared OMol25 structures with the same formula, charge and spin ... 50.0 kcal/mol
2S+1 ... 2
Calculated total energy ... -72147.7966 eV
Total charge ... 0
Gap between HOMO and LUMO (alpha / beta) ... 6.94 / 6.10 eV

(3)
ORCA calculation (wB97M-V/def2-TZVPD) on a molecular structure, C26H30MoN4O3STe in a non-equilibrium geometry.

```
66
Properties=species:S:1:pos:R:3
Te -1.5852 -0.4150 -2.7309
Mo -0.1638 0.8391 -0.9693
S -1.1773 -0.3434 2.3254
O -0.6304 0.5480 1.2057
O 3.9142 -0.7372 -0.5122
O 1.6709 0.7002 -1.1550
N -2.9694 -2.6011 -1.6423
N 0.5992 2.7253 -0.9941
N -1.7351 2.1271 -0.6308
N 1.9369 2.9138 -1.1289
C -2.8712 -3.8405 -2.4204
C -2.4952 4.4091 -0.3088
C -0.6880 0.7560 4.7671
C 6.1032 2.6797 -1.3828
C 1.4646 -3.7176 -0.7602
C -3.7436 3.9718 0.0504
C -4.3694 -2.2768 -1.3760
C -2.1711 -2.6689 -0.4238
C -0.0661 -0.6397 4.7242
C 2.5185 1.7553 -1.1736
C -0.7051 -2.6626 -0.7815
C -3.9758 2.5918 0.0830
C 1.9304 -2.8205 -1.7119
C -0.2158 -1.7074 -1.6853
C 3.9500 1.6089 -1.1746
C -1.5048 3.4694 -0.6195
C 0.1510 -3.6455 -0.3108
C 6.7155 1.4953 -0.9642
C -0.1504 3.7859 -0.8745
C 5.9681 0.3741 -0.6715
C 0.2895 -0.8731 3.2647
C -1.7234 0.8055 3.6440
C 4.7372 2.7394 -1.4722
C 1.0873 -1.8288 -2.1862
C -2.9751 1.7221 -0.2652
C 4.5837 0.4049 -0.7931
H 6.7039 3.5427 -1.6319
H -0.2227 -4.3952 0.3767
H -0.7822 -1.3894 5.0685
H 0.2725 4.7789 -0.9282
H -1.8351 -4.0376 -2.6961
H 2.9365 -2.9068 -2.0993
H -1.1589 0.9573 5.7276
H 0.0834 1.5096 4.6049
H -2.4040 -3.5654 0.1647
H -1.8361 1.7809 3.1724
H 1.4347 -1.1584 -2.9614
H 2.1144 -4.5046 -0.4002
H 0.5392 -1.9013 3.0105
H -3.1527 0.6575 -0.2713
H -2.4067 -1.7928 0.1876
H 7.7924 1.4515 -0.8711
H -4.4424 -1.4030 -0.7266
H -3.2581 -4.6947 -1.8519
H -4.5287 4.6683 0.3094
H -4.8665 -2.0509 -2.3194
H 6.4340 -0.5474 -0.3497
H -3.4582 -3.7374 -3.3317
H 1.0793 -0.2005 2.9250
H -4.9448 2.2049 0.3646
H 4.2359 3.6463 -1.7792
H 0.8200 -0.7125 5.3528
H -2.7015 0.4507 3.9694
H 2.9790 -0.6425 -0.7171
H -2.2357 5.4583 -0.3458
H -4.8949 -3.1112 -0.8980
```

Properties
HOMO level (alpha / beta) ... -13.36 / -13.34 eV
LUMO energy (alpha / beta) ... -7.26 / -6.95 eV
Energy above the lowest of the compared OMol25 structures with the same formula, charge and spin ... 0.0 kcal/mol
2S+1 ... 1
Calculated total energy ... -59520.7428 eV
Total charge ... +2
Gap between HOMO and LUMO (alpha / beta) ... 6.09 / 6.39 eV